No. 1
C20H40NP3SSeSm | wB97M-V/def2-TZVPD

The energy relative to the best compared isomer or geometry (same formula, charge and spin) comes out at 0.000 eV. The frontier orbital gap (spin up / spin down) is 3.423 / 3.629 eV. Its net charge is +3. Its multiplicity is 6. The calculation puts the largest force on an atom at 3.22 eV Å⁻¹.

Geometry as XYZ:
```
67
Properties=species:S:1:pos:R:3:mulliken_spin:R:1
Sm -0.817 0.381 0.241 5.10
P -1.227 3.236 0.726 -0.02
P -0.155 0.824 -2.500 -0.02
P 1.980 1.285 0.553 -0.02
H -0.794 -2.063 1.415 0.00
C -0.092 -1.329 1.840 0.01
C -0.553 -0.297 2.622 -0.01
H -1.622 -0.197 2.840 0.00
C -3.000 3.596 1.002 0.00
C -0.740 4.569 -0.451 0.00
C -0.488 3.790 2.329 0.00
C 0.391 -0.826 -3.091 0.00
C -1.652 1.171 -3.491 0.00
C 1.077 2.019 -3.151 0.00
C 2.571 1.076 2.274 0.00
C 2.664 2.917 0.093 0.00
C 3.012 0.060 -0.362 0.00
H 0.961 -1.587 1.700 0.00
H 0.077 0.341 3.240 0.00
H -3.404 2.861 1.704 0.00
H -3.553 3.525 0.061 0.00
H -3.150 4.599 1.423 0.00
H -1.243 4.390 -1.411 0.00
H 0.345 4.566 -0.619 0.00
H -1.035 5.566 -0.089 0.00
H -0.829 3.108 3.126 0.00
H -0.816 4.813 2.581 0.00
H 0.614 3.767 2.294 0.00
H 0.522 -0.852 -4.181 0.00
H -0.361 -1.579 -2.820 0.00
H 1.339 -1.119 -2.622 0.00
H -1.458 1.139 -4.572 0.00
H -2.030 2.167 -3.236 0.00
H -2.424 0.432 -3.255 0.00
H 1.126 1.995 -4.250 0.00
H 2.082 1.812 -2.753 0.00
H 0.782 3.035 -2.842 0.00
H 3.664 1.213 2.306 0.00
H 2.312 0.074 2.637 0.00
H 2.090 1.822 2.922 0.00
H 3.757 2.896 0.208 0.00
H 2.251 3.696 0.748 0.00
H 2.409 3.160 -0.946 0.00
H 4.058 0.190 -0.040 0.00
H 2.932 0.209 -1.451 0.00
H 2.682 -0.968 -0.126 0.00
C 1.543 -5.341 -0.208 0.00
C 0.978 -4.885 0.994 0.00
C 1.081 -5.651 2.162 0.00
C 1.728 -6.888 2.132 0.00
C 2.280 -7.364 0.938 0.00
C 2.189 -6.597 -0.235 0.00
Se 1.453 -4.267 -1.781 0.00
H 0.633 -3.176 -1.120 0.00
H 0.465 -3.927 1.009 0.00
H 0.649 -5.270 3.088 0.00
H 1.801 -7.486 3.050 0.00
H 2.784 -8.330 0.912 0.00
H 2.617 -6.964 -1.164 0.00
S -5.328 -1.023 0.299 0.00
C -5.306 0.338 -0.812 0.00
C -4.061 0.900 -0.890 0.00
N -3.103 0.232 -0.085 -0.02
C -3.647 -0.805 0.614 0.00
H -6.181 0.683 -1.363 0.00
H -3.744 1.770 -1.472 0.00
H -3.086 -1.429 1.306 0.00
```

***

No. 2
C20H40O | wB97M-V/def2-TZVPD

The energy relative to the best compared isomer or geometry (same formula, charge and spin) comes out at 0.196 eV. The frontier orbital gap is 9.998 eV. Its net charge is 0. The SMILES is C/C(=C\CO)CCC[C@H](C)CCC[C@@H](C)CCCC(C)C. The calculation puts the largest force on an atom at 0.52 eV Å⁻¹.

Geometry as XYZ:
```
61
Properties=species:S:1:pos:R:3:lowdin_charge:R:1
C -2.675 -1.677 0.020 -0.05
C -3.813 -0.701 0.123 -0.30
C -5.060 -0.990 -0.236 -0.05
C -5.514 -2.301 -0.817 -0.27
O -5.051 -2.513 -2.138 -0.06
H -4.095 -2.399 -2.142 0.07
H -6.602 -2.329 -0.887 0.11
H -5.191 -3.135 -0.172 0.11
H -5.821 -0.227 -0.148 0.11
C -3.449 0.661 0.644 -0.17
H -4.356 1.231 0.854 0.12
H -2.898 0.551 1.581 0.11
C -2.593 1.437 -0.363 -0.19
C -2.171 2.810 0.165 -0.18
H -3.057 3.303 0.569 0.11
H -1.818 3.420 -0.668 0.11
C -1.078 2.758 1.248 -0.39
C -1.377 3.771 2.353 -0.08
H -1.404 4.779 1.945 0.08
H -0.611 3.736 3.125 0.07
H -2.338 3.562 2.817 0.07
C 0.322 3.023 0.682 -0.19
C 0.786 1.989 -0.342 -0.21
C 2.255 2.185 -0.715 -0.18
H 2.873 2.115 0.182 0.12
H 2.369 3.199 -1.105 0.11
C 2.761 1.181 -1.767 -0.39
C 3.705 1.877 -2.749 -0.08
H 3.195 2.692 -3.260 0.07
H 4.565 2.285 -2.223 0.08
H 4.064 1.177 -3.500 0.07
C 3.486 -0.018 -1.144 -0.19
C 2.614 -0.883 -0.237 -0.21
H 2.342 -0.323 0.659 0.11
C 3.340 -2.159 0.185 -0.20
H 4.311 -1.883 0.605 0.12
C 2.578 -2.986 1.227 -0.44
C 3.459 -4.130 1.728 -0.09
H 4.380 -3.746 2.161 0.07
H 2.939 -4.709 2.488 0.07
H 3.717 -4.795 0.907 0.08
C 1.273 -3.545 0.666 -0.08
H 0.591 -2.746 0.385 0.05
H 1.470 -4.156 -0.213 0.08
H 0.777 -4.165 1.409 0.08
H 2.341 -2.335 2.077 0.13
H 3.528 -2.779 -0.695 0.12
H 1.698 -1.141 -0.772 0.11
H 3.868 -0.645 -1.954 0.12
H 4.349 0.342 -0.578 0.12
H 1.901 0.806 -2.333 0.14
H 0.640 0.990 0.071 0.10
H 0.182 2.071 -1.247 0.11
H 1.032 3.029 1.513 0.12
H 0.344 4.018 0.228 0.12
H -1.072 1.760 1.699 0.13
H -1.708 0.853 -0.614 0.09
H -3.176 1.570 -1.277 0.12
H -1.962 -1.510 0.825 0.08
H -3.022 -2.706 0.077 0.08
H -2.143 -1.548 -0.925 0.09
```

***

No. 3
C20H40O15 | wB97M-V/def2-TZVPD

The frontier orbital gap (spin up / spin down) is 8.737 / 1.786 eV. Its net charge is +1. Its multiplicity is 2. The calculation puts the largest force on an atom at 5.68 eV Å⁻¹.

Geometry as XYZ:
```
75
Properties=species:S:1:pos:R:3:mulliken_spin:R:1
C 2.289 -3.686 -1.412 0.13
C 2.216 -2.811 -2.687 0.09
O 3.461 -2.741 -3.279 0.53
C 3.653 -3.337 -4.476 -0.07
O 2.927 -4.137 -5.021 0.15
O 4.936 -3.205 -4.682 0.07
C 5.590 -3.508 -5.888 0.00
H 1.338 -3.743 -0.882 0.00
H 2.973 -3.214 -0.706 0.00
H 2.491 -4.739 -1.609 0.00
H 2.048 -1.749 -2.511 0.06
H 1.485 -3.246 -3.369 0.00
H 5.967 -4.530 -5.843 0.01
H 6.414 -2.818 -6.068 0.00
H 4.964 -3.544 -6.780 0.00
C -1.711 -3.684 6.312 0.00
C -0.956 -4.063 7.565 0.00
O 0.030 -5.077 7.422 0.00
C 1.271 -4.798 6.888 0.00
O 1.737 -3.624 6.741 0.00
O 1.848 -5.984 6.419 0.00
C 2.981 -6.027 5.697 0.00
H -2.359 -4.416 5.831 0.00
H -1.114 -3.185 5.549 0.00
H -2.489 -2.958 6.553 0.00
H -1.784 -4.201 8.261 0.00
H -0.536 -3.149 7.984 0.00
H 2.779 -5.380 4.844 0.00
H 3.253 -6.993 5.271 0.00
H 3.841 -5.594 6.208 0.00
C 0.493 8.958 -4.429 0.00
C -0.388 8.740 -3.160 0.00
O -0.144 7.462 -2.725 0.00
C -0.490 7.014 -1.505 0.00
O -1.070 7.658 -0.584 0.00
O -0.060 5.749 -1.342 0.00
C -0.299 5.071 -0.147 0.00
H 1.520 9.061 -4.078 0.00
H 0.142 9.777 -5.057 0.00
H 0.570 8.109 -5.108 0.00
H -1.458 8.919 -3.264 0.00
H -0.058 9.437 -2.390 0.00
H -0.201 4.002 -0.335 0.00
H -1.279 5.213 0.307 0.00
H 0.391 5.326 0.657 0.00
C -0.146 1.130 -0.189 0.00
C 0.494 -0.196 -0.049 0.00
O 0.462 -0.570 1.350 0.00
C 0.126 -1.841 1.542 0.00
O -0.120 -2.733 0.691 0.01
O 0.247 -2.005 2.897 0.00
C 0.513 -3.355 3.273 0.00
H -0.023 1.555 -1.185 0.00
H 0.042 1.829 0.626 0.00
H -1.207 1.030 0.039 0.00
H 1.542 0.001 -0.274 0.00
H -0.060 -0.888 -0.683 0.00
H 0.856 -3.494 4.299 0.00
H 1.403 -3.867 2.906 0.00
H -0.343 -3.950 2.956 0.00
C -4.995 -0.877 -1.593 0.00
C -3.891 0.175 -1.533 0.00
O -4.485 1.469 -1.839 0.00
C -3.722 2.566 -2.138 0.00
O -2.568 2.556 -2.504 0.00
O -4.410 3.709 -2.009 0.00
C -3.732 4.931 -2.006 0.00
H -4.603 -1.802 -2.015 0.00
H -5.782 -0.651 -2.312 0.00
H -5.352 -1.076 -0.582 0.00
H -3.155 0.087 -2.332 0.00
H -3.597 0.276 -0.489 0.00
H -3.566 5.199 -3.049 0.00
H -2.822 4.718 -1.444 0.00
H -4.314 5.720 -1.531 0.00
```

***

No. 4
C20H40O5 | wB97M-V/def2-TZVPD

The energy relative to the best compared isomer or geometry (same formula, charge and spin) comes out at 3.571 eV. The frontier orbital gap is 9.940 eV. Its net charge is 0. The SMILES is C1CCOC1.C1CCOC1.C1CCOC1.C1CCOC1.C1CCOC1. The calculation puts the largest force on an atom at 1.66 eV Å⁻¹.

Geometry as XYZ:
```
65
Properties=species:S:1:pos:R:3:lowdin_charge:R:1
C -2.553 -1.889 4.831 -0.16
C -2.986 -2.953 5.849 -0.16
C -1.669 -3.304 6.581 -0.20
O -0.614 -2.627 5.901 -0.14
C -1.195 -1.448 5.376 -0.22
H -3.180 -0.997 4.789 0.11
H -2.450 -2.310 3.833 0.10
H -3.377 -3.827 5.328 0.10
H -3.774 -2.587 6.503 0.10
H -1.442 -4.365 6.516 0.11
H -1.711 -2.979 7.626 0.11
H -0.576 -0.977 4.612 0.11
H -1.268 -0.719 6.197 0.12
C 0.927 6.371 -0.111 -0.15
C -0.481 5.750 0.026 -0.16
C -0.574 5.301 1.489 -0.21
O 0.473 5.926 2.190 -0.13
C 1.525 6.216 1.290 -0.21
H 0.833 7.418 -0.383 0.10
H 1.552 5.844 -0.829 0.10
H -0.651 4.951 -0.695 0.10
H -1.234 6.515 -0.163 0.10
H -0.533 4.206 1.560 0.11
H -1.554 5.582 1.878 0.12
H 2.282 5.423 1.351 0.11
H 2.031 7.125 1.627 0.12
C -3.436 -3.607 -1.724 -0.17
C -2.643 -3.074 -2.902 -0.16
C -2.843 -1.546 -2.767 -0.20
O -3.080 -1.302 -1.388 -0.15
C -3.294 -2.496 -0.654 -0.20
H -3.239 -4.605 -1.332 0.11
H -4.506 -3.657 -1.969 0.11
H -3.017 -3.424 -3.862 0.11
H -1.587 -3.329 -2.807 0.11
H -3.715 -1.178 -3.312 0.12
H -1.935 -1.042 -3.105 0.11
H -4.208 -2.376 -0.076 0.12
H -2.435 -2.702 -0.006 0.11
C 3.230 -1.230 -4.892 -0.16
C 4.561 -0.481 -5.000 -0.16
C 5.285 -0.852 -3.697 -0.21
O 4.838 -2.156 -3.368 -0.15
C 3.509 -2.342 -3.859 -0.19
H 2.963 -1.682 -5.847 0.10
H 2.423 -0.574 -4.571 0.10
H 4.502 0.599 -5.121 0.11
H 5.149 -0.872 -5.832 0.11
H 5.030 -0.165 -2.882 0.12
H 6.363 -0.877 -3.846 0.12
H 2.793 -2.254 -3.032 0.10
H 3.469 -3.363 -4.234 0.11
C 0.871 0.345 -1.136 -0.17
C 0.905 -0.598 0.063 -0.17
C -0.113 0.097 0.986 -0.21
O -0.081 1.477 0.665 -0.14
C 0.858 1.674 -0.408 -0.19
H -0.066 0.137 -1.664 0.11
H 1.670 0.249 -1.873 0.10
H 1.904 -0.653 0.500 0.11
H 0.591 -1.616 -0.171 0.11
H 0.196 -0.081 2.022 0.11
H -1.063 -0.428 0.849 0.11
H 1.825 1.820 0.083 0.12
H 0.525 2.518 -1.005 0.11
```